Density functional theory data (ωB97M-V/def2-TZVPD) for the molecule C4H8N2 at a distorted geometry.

Each line ends with the natural charge from an NBO analysis.
Element x y z (Å)
H  3.57980  -0.10176  0.53390  0.345
N  2.81424  -0.76137  0.49171  -0.727
C  1.69056  -0.20948  0.61753  0.289
N  0.51451  -0.89311  0.75205  -0.616
C  -0.78802  -0.31442  0.58856  -0.255
C  -1.25679  -0.00459  -0.80208  -0.190
C  -1.65850  1.16310  -1.21017  -0.393
H  1.54742  0.86013  0.56339  0.137
H  0.67221  -1.91644  0.71142  0.399
H  -0.73004  0.57154  1.20075  0.200
H  -1.59631  -0.97755  0.96675  0.215
H  -1.27360  -0.87838  -1.52185  0.202
H  -1.91351  1.39405  -2.26563  0.203
H  -1.60197  2.06827  -0.62633  0.190

The calculation puts the energy relative to the best compared isomer or geometry (same formula, charge and spin) at 115.2 kJ/mol. The multiplicity is 1. As for the structure (SMILES): [H]/N=C/NCC=C. The calculation puts the HOMO-LUMO gap at 10.02 eV. For the LUMO energy, the calculation gives 1.09 eV. As for the charge: 0.

---

Density functional theory data (ωB97M-V/def2-TZVPD) for a cluster of 2 separate species, C4H8N2 in total at a distorted geometry.

Each line ends with the natural charge from an NBO analysis.
Element x y z (Å)
C  -0.72529  1.10865  -0.80440  -0.757
C  0.11195  -0.05463  -0.43413  0.593
C  1.52314  0.09964  0.01556  -0.711
N  -0.37475  -1.25273  -0.54044  -0.657
C  -1.17907  -0.07654  1.98680  -0.267
N  -0.87749  -0.96987  2.68902  -0.667
H  -1.34000  1.20978  0.11079  0.348
H  -1.35983  0.91016  -1.67203  0.239
H  -0.13201  2.01163  -0.94972  0.240
H  2.18005  -0.17360  -0.82147  0.254
H  1.72361  -0.55087  0.87028  0.275
H  1.73045  1.13286  0.29371  0.253
H  0.09287  -2.02382  -0.07630  0.429
H  -1.37362  -1.37066  -0.66768  0.428

The calculation puts the energy relative to the best compared isomer or geometry (same formula, charge and spin) at 215.0 kJ/mol. The multiplicity is 1. The calculation puts the HOMO-LUMO gap at 8.00 eV. For the LUMO energy, the calculation gives -0.49 eV. As for the charge: 0.

---

Density functional theory data (ωB97M-V/def2-TZVPD) for a cluster of 2 separate species, C4H8N2 in total at a distorted geometry.

Each line ends with the natural charge from an NBO analysis.
Element x y z (Å)
H  -1.47077  0.01177  1.34836  0.355
N  -1.53160  -0.32511  0.38788  -0.611
C  -1.05831  0.53642  -0.47514  0.028
C  -0.72449  1.88463  -0.15355  -0.105
C  -0.36355  2.98424  0.17570  -0.149
H  -1.34902  0.37212  -1.51236  0.211
H  -0.01802  3.95240  0.41690  0.238
C  1.38496  -1.04245  -0.14485  -0.385
N  0.54974  -2.00236  0.46751  -0.826
H  2.25268  -1.46696  -0.65047  0.205
H  1.70148  -0.28657  0.57445  0.180
H  0.70222  -0.33947  -0.82012  0.140
H  -0.49090  -1.48875  0.55262  0.376
H  0.41556  -2.78991  -0.16693  0.345

The calculation puts the energy relative to the best compared isomer or geometry (same formula, charge and spin) at 382.7 kJ/mol. The multiplicity is 1. As for the structure (SMILES): [H]/N=C\C#C.CN. The calculation puts the HOMO-LUMO gap at 8.55 eV. For the LUMO energy, the calculation gives -0.09 eV. As for the charge: 0.

---

Density functional theory data (ωB97M-V/def2-TZVPD) for the molecule C4H8N2 at a distorted geometry.

Each line ends with the natural charge from an NBO analysis.
Element x y z (Å)
C  -0.44143  1.35064  0.19947  -0.424
N  -0.47847  0.03928  -0.42567  -0.416
C  -1.12490  -0.95141  0.41631  -0.418
C  0.81401  -0.38042  -0.91867  -0.320
C  1.93092  -0.25991  0.05779  0.252
N  2.79057  -0.10906  0.81694  -0.326
H  -1.46012  1.65203  0.46079  0.207
H  -0.03546  2.08695  -0.50233  0.204
H  0.17320  1.37093  1.11692  0.181
H  -0.61220  -1.11800  1.38014  0.175
H  -1.18444  -1.90523  -0.11834  0.201
H  -2.14810  -0.62201  0.62484  0.207
H  1.08894  0.21879  -1.79468  0.238
H  0.75822  -1.42455  -1.24274  0.239

The calculation puts the energy relative to the best compared isomer or geometry (same formula, charge and spin) at 74.8 kJ/mol. The multiplicity is 1. As for the structure (SMILES): CN(C)CC#N. The calculation puts the HOMO-LUMO gap at 10.17 eV. For the LUMO energy, the calculation gives 0.86 eV. As for the charge: 0.

---

Density functional theory data (ωB97M-V/def2-TZVPD) for a cluster of 2 separate species, C4H8N2 in total at a distorted geometry.

Each line ends with the natural charge from an NBO analysis.
Element x y z (Å)
C  1.52149  0.51233  -0.12365  0.200
C  -0.61505  0.73254  1.18402  -0.657
C  -0.61776  0.52229  -1.40814  -0.622
C  0.09011  0.50384  -0.04640  0.104
N  2.64881  0.32236  -0.15909  -0.316
N  0.19445  -2.05162  0.39905  -0.678
H  -1.53100  0.25600  1.24379  0.233
H  -0.10644  0.45890  2.00824  0.229
H  -0.77192  1.74166  1.24368  0.222
H  -1.58320  0.35589  -1.17776  0.214
H  -0.06863  -0.28615  -2.11259  0.231
H  -0.60434  1.47021  -1.75998  0.218
H  0.59967  -2.37132  -0.44925  0.309
H  0.84382  -2.16692  1.15808  0.313

The calculation puts the energy relative to the best compared isomer or geometry (same formula, charge and spin) at 426.6 kJ/mol. The multiplicity is 1. The calculation puts the HOMO-LUMO gap (alpha / beta) at 7.69 / 10.35 eV. For the LUMO energy (alpha / beta), the calculation gives -0.57 / -0.34 eV. As for the charge: 0.

---

Density functional theory data (ωB97M-V/def2-TZVPD) for the molecule C4H8N2 at a distorted geometry.

Each line ends with the natural charge from an NBO analysis.
Element x y z (Å)
N  0.28092  1.44449  -1.71300  -0.659
N  0.08002  1.50532  -0.28453  -0.465
C  0.44771  0.21553  0.25489  -0.059
C  -0.16782  -0.11283  1.64126  -0.227
C  -0.55657  -1.32994  1.22802  -0.160
C  -0.24054  -1.06774  -0.24091  -0.462
H  1.23608  1.66642  -1.82008  0.342
H  0.12778  0.53797  -2.04382  0.322
H  -0.88027  1.76989  -0.13303  0.354
H  1.54579  -0.03739  0.13722  0.194
H  -0.22539  0.15130  2.69360  0.214
H  -0.93228  -2.14157  1.79492  0.200
H  0.38084  -1.76241  -0.69548  0.200
H  -1.09628  -0.83907  -0.81906  0.205

The calculation puts the energy relative to the best compared isomer or geometry (same formula, charge and spin) at 303.5 kJ/mol. The multiplicity is 1. As for the structure (SMILES): NN[C@H]1C=CC1. The calculation puts the HOMO-LUMO gap at 10.37 eV. For the LUMO energy, the calculation gives 1.10 eV. As for the charge: 0.

---

Density functional theory data (ωB97M-V/def2-TZVPD) for a structure of composition C4H8N2 at a distorted geometry.

Each line ends with the natural charge from an NBO analysis.
Element x y z (Å)
C  2.41001  -0.39379  -0.09810  -0.466
C  0.47326  0.93316  0.12548  0.268
C  -1.66261  -0.50545  -0.01533  0.001
C  -2.59642  0.46914  -0.12211  -0.468
H  2.45603  -0.58942  1.14921  0.224
H  1.57134  -1.27680  -0.71827  0.144
H  3.55426  -0.28992  -0.59734  0.247
H  -0.20803  1.76415  0.22570  0.173
H  0.42063  -1.03376  0.02447  0.378
H  -1.87778  -1.51055  0.10517  0.201
H  -2.44423  1.55107  0.09338  0.209
H  -3.58446  0.13895  -0.45479  0.213
N  1.74513  0.97733  -0.08362  -0.480
N  -0.25713  -0.23411  0.36615  -0.642

The calculation puts the energy relative to the best compared isomer or geometry (same formula, charge and spin) at 355.3 kJ/mol. The multiplicity is 1. The calculation puts the HOMO-LUMO gap at 9.53 eV. For the LUMO energy, the calculation gives 0.83 eV. As for the charge: 0.

---

Density functional theory data (ωB97M-V/def2-TZVPD) for the molecule C4H8N2 at a distorted geometry.

Each line ends with the natural charge from an NBO analysis.
Element x y z (Å)
C  0.99913  -0.04921  -1.53404  -0.621
C  0.75681  0.39148  -0.08577  -0.390
C  -0.35106  -0.38781  0.63659  -0.146
N  -0.50107  0.10853  1.99673  -0.797
C  -1.61977  -0.31920  -0.13831  0.254
N  -2.62499  -0.23369  -0.70593  -0.330
H  0.09895  -0.48632  -1.97974  0.218
H  1.80128  -0.78996  -1.60164  0.211
H  1.28355  0.80129  -2.16018  0.221
H  1.66202  0.27149  0.51749  0.223
H  0.49190  1.45519  -0.04533  0.203
H  -0.06511  -1.44524  0.69179  0.227
H  -0.80675  1.07814  1.97471  0.360
H  -1.21811  -0.41299  2.49204  0.368

The calculation puts the energy relative to the best compared isomer or geometry (same formula, charge and spin) at 25.6 kJ/mol. The multiplicity is 1. As for the structure (SMILES): CC[C@@H](N)C#N. The calculation puts the HOMO-LUMO gap at 11.32 eV. For the LUMO energy, the calculation gives 0.96 eV. As for the charge: 0.